Formula: C3H8NOS
Source: the OMol25 dataset
Level of theory: ωB97M-V with the def2-TZVPD basis set

Summary:
LUMO energy	0.1225	Eh
energy	-647.283335	Ha
orbital gap	6.0	eV
net charge	-1
structure (SMILES)	N[C@H](C[O-])CS
E_HOMO	-2.70	eV

Each line ends with the Löwdin charge.
Atoms and positions in Å:
S: 1.29608 1.43256 -1.90375  0.608
O: -0.99327 -1.17627 1.98045  -0.353
N: 1.09715 -0.91304 0.24201  0.002
C: -1.20953 -0.33516 0.96248  -0.526
C: 0.11343 0.17456 0.29868  -0.499
C: -0.16858 0.70365 -1.09772  -0.577
H: 0.57776 -1.70826 0.63212  0.053
H: 1.76578 -0.75310 0.98766  0.057
H: -1.79124 0.59060 1.22555  0.082
H: -0.53905 -0.10348 -1.72549  0.058
H: 0.50672 1.00111 0.89484  0.117
H: 2.08444 0.39962 -1.56191  -0.170
H: -0.93650 1.48132 -1.05046  0.064
H: -1.80319 -0.79410 0.11553  0.084